1.
{
  "formula": "C11H23N2O4P2Ti",
  "method": "ωB97M-V with the def2-TZVPD basis set",
  "charge": 3,
  "homo_energy_ev": -19.66,
  "total_energy_ev": -64614.2032,
  "spin_multiplicity": 1,
  "elements": ["Ti", "P", "P", "O", "O", "O", "O", "N", "N", "C", "C", "C", "C", "C", "C", "C", "C", "C", "C", "C", "H", "H", "H", "H", "H", "H", "H", "H", "H", "H", "H", "H", "H", "H", "H", "H", "H", "H", "H", "H", "H", "H", "H"],
  "positions_angstrom": [[-0.16, -0.13, 1.31], [-2.53, 0.36, 0.72], [2.76, -0.80, 0.68], [-0.98, 1.20, 4.01], [-1.66, -2.69, -2.47], [0.79, 0.80, 2.63], [-0.22, -1.93, 1.66], [-0.67, 0.71, 2.98], [0.12, 0.84, -0.66], [3.91, -0.63, 2.06], [1.38, 1.09, -1.09], [1.58, 1.81, -2.26], [2.60, 0.79, -0.22], [3.31, -2.04, -0.50], [-3.62, -1.10, 0.82], [-3.51, 1.70, 1.44], [-0.79, 1.87, -2.63], [-0.94, 1.19, -1.44], [0.50, 2.19, -3.06], [-2.35, 0.90, -1.03], [3.46, 0.83, -0.91], [-3.07, 2.67, 1.17], [0.67, 2.72, -4.00], [-2.96, 1.83, -1.15], [-1.69, 2.17, -3.17], [2.48, -2.19, -1.21], [-3.52, 1.61, 2.53], [1.67, -1.50, 1.28], [2.71, 1.63, 0.49], [3.81, -1.55, 2.66], [4.22, -1.70, -1.02], [-4.59, -0.85, 0.35], [-1.46, -3.40, -3.13], [-4.54, 1.63, 1.05], [-3.76, -1.29, 1.90], [-2.86, 0.26, -1.69], [-1.34, -3.04, -1.65], [-0.30, -2.79, 1.24], [3.49, -2.95, 0.10], [4.95, -0.57, 1.70], [3.67, 0.25, 2.67], [-3.15, -1.97, 0.34], [2.62, 2.05, -2.51]],
  "lowdin_charge": [0.968, 0.902, 0.929, 0.249, -0.065, -0.176, -0.261, -0.164, 0.018, -0.157, -0.281, 0.033, -0.199, -0.165, -0.184, -0.197, 0.044, -0.277, 0.066, -0.227, 0.121, 0.080, 0.153, 0.134, 0.155, 0.077, 0.067, 0.030, 0.132, 0.090, 0.097, 0.091, 0.087, 0.094, 0.082, 0.104, -0.008, 0.079, 0.092, 0.094, 0.081, 0.064, 0.149]
}


2.
{
  "formula": "C18H23Br2Cl5FINO",
  "method": "ωB97M-V with the def2-TZVPD basis set",
  "charge": 1,
  "homo_energy_ev": -12.07,
  "total_energy_ev": -236085.0018,
  "spin_multiplicity": 1,
  "elements": ["I", "Br", "Br", "Cl", "Cl", "Cl", "Cl", "Cl", "F", "O", "N", "C", "C", "C", "C", "C", "C", "C", "C", "C", "C", "C", "C", "C", "C", "C", "C", "C", "C", "H", "H", "H", "H", "H", "H", "H", "H", "H", "H", "H", "H", "H", "H", "H", "H", "H", "H", "H", "H", "H", "H", "H"],
  "positions_angstrom": [[4.39, -2.25, -1.00], [-2.27, 0.77, 4.22], [0.75, 2.31, 3.88], [2.88, -1.94, 2.61], [-1.24, 3.68, -1.59], [5.70, -1.23, 2.73], [-3.87, 0.68, -0.04], [4.44, -2.52, 5.00], [-1.42, 2.27, 1.70], [-3.25, -1.97, -3.83], [-0.96, 1.36, -0.27], [0.44, 0.54, 3.13], [-0.73, 1.39, 1.04], [-4.19, 3.06, -1.43], [0.63, -0.33, -0.54], [-0.62, -0.24, 3.93], [2.94, -0.75, -1.41], [4.49, -2.39, 3.25], [1.47, -1.31, -1.34], [-1.92, 2.27, -0.83], [-3.24, 2.09, -0.80], [-1.30, -0.92, -2.93], [-0.05, -0.58, 5.34], [0.16, 0.57, 1.64], [-0.61, 0.45, -2.55], [3.14, -0.10, -2.79], [-2.59, -0.71, -3.73], [-0.31, 0.50, -1.09], [0.87, -0.29, 0.83], [-4.06, -1.95, -3.32], [1.12, -1.40, -2.36], [-0.87, -1.18, 3.45], [-3.23, 0.04, -3.26], [-2.34, -0.44, -4.76], [3.01, 0.07, -0.70], [1.36, -0.01, 3.28], [1.03, -0.43, 5.32], [1.62, -0.94, 1.28], [-1.56, -1.43, -2.00], [-0.62, -1.53, -3.52], [2.75, -0.72, -3.60], [4.20, 0.09, -2.97], [-4.16, 4.02, -0.91], [2.63, 0.87, -2.81], [1.43, -2.29, -0.87], [4.74, -3.36, 2.84], [-0.46, 0.05, 6.12], [-0.27, -1.63, 5.56], [-3.91, 3.27, -2.46], [-1.28, 1.24, -2.88], [-5.20, 2.67, -1.42], [0.31, 0.55, -3.14]],
  "lowdin_charge": [0.881, 0.730, 0.798, 0.582, 0.807, 0.540, 0.776, 0.564, 0.109, -0.052, 0.067, -0.689, -0.256, -0.099, -0.129, -0.733, -0.777, -1.507, -0.177, -0.682, -0.690, -0.137, -0.143, -0.146, -0.088, -0.157, -0.251, -0.115, 0.071, 0.089, 0.083, 0.098, 0.111, 0.129, 0.076, 0.027, 0.068, 0.014, 0.123, 0.116, 0.083, 0.067, 0.098, 0.078, 0.104, 0.020, 0.058, 0.084, 0.084, 0.093, 0.081, 0.120]
}